[1]
C37H41F4GeNO3TeV as an isolated structure, computed with the ωB97M-V functional and the def2-TZVPD basis.

Its multiplicity is 2. The net charge is 0. As for the largest force on an atom: 0.102 hartree/bohr. As for the expectation value of S²: 0.7803. The LUMO energy (spin up / spin down) comes out at -1.475 / -1.318 eV. The calculation puts the total energy at -147031.5947 eV. The energy above the lowest of the compared OMol25 structures with the same formula, charge and spin is 258.9 kJ/mol. The value obtained for the HOMO-LUMO gap (spin up / spin down) is 5.99 / 6.14 eV.

Structure (XYZ):
```
89
Properties=species:S:1:pos:R:3:mulliken_charge:R:1
V 1.427 -1.511 0.775 -0.446
C 4.921 -3.487 -2.112 -1.388
Ge 5.550 -1.646 -1.691 0.683
C 6.102 -0.721 -3.366 -1.282
C 7.023 -1.772 -0.352 -1.319
C 3.994 -0.726 -0.824 -0.290
H 5.646 -4.036 -2.708 0.481
H 3.983 -3.453 -2.661 0.351
H 4.754 -4.038 -1.191 0.356
H 7.131 -0.963 -3.608 0.407
H 6.018 0.356 -3.273 0.416
H 5.479 -1.041 -4.195 0.375
H 7.981 -1.968 -0.823 0.402
H 6.810 -2.592 0.329 0.370
H 7.113 -0.864 0.237 0.416
H 3.101 -1.255 -1.179 -0.113
F -0.648 -6.278 -2.464 -0.351
C -0.229 -5.192 -1.776 0.340
C -1.110 -4.149 -1.556 -0.945
C -0.664 -3.046 -0.845 0.356
C 0.633 -2.965 -0.352 0.311
C 1.487 -4.038 -0.592 -0.083
C 1.070 -5.153 -1.303 -0.898
H -2.123 -4.210 -1.929 0.513
H -1.358 -2.227 -0.685 0.115
H 2.501 -4.022 -0.208 0.503
H 1.732 -5.987 -1.482 0.472
F 3.609 -0.944 4.063 -0.281
C 2.414 -0.905 3.476 0.960
F 1.489 -0.650 4.404 -0.245
F 2.421 0.182 2.640 -0.288
C 2.104 -2.121 2.586 0.415
O 1.030 -2.705 2.718 -0.536
O 2.944 -2.263 1.680 -0.490
C -8.645 1.072 -0.568 -1.559
C -7.150 0.981 -0.602 0.755
C -6.451 0.211 0.313 -1.001
C -5.068 0.108 0.271 0.895
C -4.391 -0.787 1.265 -1.017
C -4.343 0.804 -0.701 -0.254
Te -2.176 0.578 -0.846 0.601
N 1.230 -0.353 -0.323 -0.099
C 1.296 0.673 -1.158 0.006
O 0.315 1.093 -1.781 -0.687
C 2.613 1.369 -1.245 0.506
C 3.850 0.744 -1.023 0.820
C 4.986 1.549 -1.010 -0.507
C 4.922 2.910 -1.240 -0.847
C 3.704 3.508 -1.517 -0.652
C 2.560 2.736 -1.517 -0.943
C -1.801 1.477 1.055 0.319
C -2.044 2.836 1.240 0.934
C -2.543 3.690 0.118 -1.573
C -1.818 3.403 2.488 -0.926
C -1.338 2.661 3.555 0.449
C -1.123 3.269 4.906 -1.604
C -1.060 1.321 3.344 -0.884
C -1.291 0.719 2.111 1.068
C -0.994 -0.733 1.979 0.194
C -5.037 1.575 -1.638 1.209
C -4.367 2.343 -2.742 -1.908
C -6.423 1.654 -1.570 -0.841
H -9.051 0.450 0.226 0.339
H -9.064 0.745 -1.519 0.357
H -8.956 2.103 -0.400 0.342
H -6.995 -0.334 1.072 0.283
H -5.125 -1.344 1.844 0.432
H -3.785 -0.202 1.956 0.131
H -3.754 -1.503 0.741 0.079
H 4.104 -0.929 0.246 0.196
H 5.946 1.085 -0.820 0.350
H 5.826 3.501 -1.218 0.415
H 3.645 4.566 -1.726 0.414
H 1.597 3.177 -1.727 0.537
H -1.961 3.491 -0.785 0.295
H -2.467 4.746 0.371 0.458
H -3.587 3.460 -0.098 0.199
H -2.020 4.456 2.631 0.347
H -1.370 4.327 4.899 0.354
H -0.086 3.155 5.214 0.347
H -1.746 2.766 5.643 0.350
H -0.679 0.723 4.162 0.475
H -0.874 -1.204 2.956 0.997
H -0.027 -0.858 1.404 -0.538
H -1.754 -1.269 1.413 -0.358
H -3.295 2.149 -2.773 0.157
H -4.530 3.412 -2.606 0.350
H -4.801 2.060 -3.700 0.503
H -6.944 2.254 -2.303 0.448
```

---

[2]
A 8-piece molecular cluster, C58H126N6O8 overall, computed with the ωB97M-V functional and the def2-TZVPD basis.

As for the structure (SMILES): CC1(C)CCCC(C)(C)N1O.CC1(C)CCCC(C)(C)N1O.CC1(C)CCCC(C)(C)N1O.CC1(C)CCCC(C)(C)N1O.CC1(C)CCCC(C)(C)N1O.CC1(C)CCCC(C)(C)N1O.CCO.CCO. The net charge is 0. As for the largest force on an atom: 0.084 hartree/bohr. The LUMO energy comes out at 0.358 eV. The calculation puts the total energy at -87497.0513 eV. The energy above the lowest of the compared OMol25 structures with the same formula, charge and spin is 677.4 kJ/mol. The value obtained for the HOMO-LUMO gap is 8.44 eV.

Structure (XYZ):
```
198
Properties=species:S:1:pos:R:3:mulliken_charge:R:1
C 0.810 -6.448 -1.559 -1.707
C 0.943 -6.893 -2.999 1.562
C 2.388 -7.103 -3.494 -1.627
C 0.196 -8.253 -3.076 -1.164
C -0.089 -8.662 -4.558 -0.798
C -1.160 -7.695 -5.053 -1.106
C -0.691 -6.146 -4.926 1.166
C 0.084 -5.906 -6.256 -1.596
C -1.981 -5.199 -4.896 -1.271
N 0.065 -5.861 -3.648 0.960
O 0.676 -4.612 -3.643 -0.272
H 1.253 -7.147 -0.850 0.511
H 1.108 -5.410 -1.412 0.500
H -0.178 -6.459 -1.099 -0.145
H 3.079 -7.413 -2.710 0.411
H 2.418 -7.849 -4.288 0.305
H 2.696 -6.110 -3.821 0.300
H 0.732 -9.040 -2.545 0.619
H -0.788 -8.255 -2.605 0.154
H 0.772 -8.558 -5.217 0.299
H -0.211 -9.736 -4.701 0.395
H -2.038 -7.788 -4.414 0.368
H -1.371 -8.082 -6.050 0.410
H 0.946 -6.560 -6.390 0.396
H 0.468 -4.887 -6.287 0.062
H -0.521 -6.079 -7.146 0.463
H -1.826 -4.231 -5.374 0.173
H -2.235 -5.084 -3.842 0.191
H -2.769 -5.668 -5.485 0.359
H 0.127 -4.140 -3.013 0.152
C -3.128 4.819 8.180 -1.753
C -2.518 5.066 6.769 1.370
C -3.537 5.371 5.636 -1.676
C -1.507 6.318 6.844 -1.080
C -0.415 6.366 5.814 -0.759
C 0.281 4.989 5.638 -1.147
C -0.665 3.789 5.515 1.803
C -1.278 3.705 4.072 -1.864
C 0.308 2.529 5.848 -2.166
N -1.682 3.859 6.540 0.233
O -2.475 2.731 6.372 -0.441
H -3.865 5.602 8.360 0.407
H -3.570 3.826 8.265 0.331
H -2.342 4.701 8.926 0.443
H -4.325 5.998 6.054 0.451
H -3.233 5.895 4.730 0.357
H -4.066 4.528 5.192 0.301
H -2.122 7.185 6.605 0.332
H -1.182 6.451 7.876 0.430
H -0.904 6.625 4.875 0.336
H 0.331 7.135 6.013 0.400
H 0.877 5.011 6.551 0.446
H 0.953 5.119 4.790 0.432
H -1.571 4.702 3.744 0.272
H -2.112 3.018 3.927 0.361
H -0.424 3.362 3.488 0.529
H 0.486 2.257 6.888 0.416
H 1.355 2.588 5.551 0.348
H -0.139 1.698 5.302 0.480
H -1.893 2.082 6.772 0.378
C 2.408 4.646 -2.964 -1.677
C 3.674 5.001 -2.254 1.398
C 3.717 4.154 -0.927 -1.611
C 4.985 4.697 -3.150 -1.043
C 6.311 5.346 -2.598 -0.623
C 6.056 6.806 -2.643 -1.234
C 4.905 7.296 -1.726 1.434
C 5.262 7.163 -0.212 -1.816
C 4.741 8.796 -2.053 -2.002
N 3.724 6.498 -2.090 0.529
O 2.597 7.064 -1.607 -0.501
H 2.439 5.031 -3.983 0.482
H 2.312 3.561 -3.005 0.078
H 1.499 4.882 -2.411 0.468
H 3.244 3.184 -1.082 0.304
H 4.719 3.881 -0.594 0.313
H 3.361 4.714 -0.062 0.420
H 5.093 3.612 -3.163 0.388
H 4.857 4.981 -4.195 0.414
H 6.392 5.090 -1.541 0.215
H 7.267 5.100 -3.061 0.396
H 5.882 7.182 -3.652 0.440
H 6.988 7.303 -2.375 0.448
H 5.697 6.232 0.149 0.276
H 4.390 7.361 0.411 0.432
H 5.890 7.997 0.099 0.458
H 4.001 9.174 -1.347 0.440
H 4.437 8.789 -3.099 0.463
H 5.619 9.403 -1.829 0.394
H 2.248 7.538 -2.365 0.337
C -3.062 -1.956 9.525 -1.566
C -1.629 -2.492 9.352 1.490
C -0.797 -2.286 10.652 -1.958
C -1.604 -4.052 9.157 -1.236
C -2.194 -4.534 7.786 -0.694
C -1.439 -3.753 6.632 -1.357
C -1.389 -2.245 6.769 1.772
C -0.391 -1.732 5.631 -1.528
C -2.861 -1.723 6.364 -1.710
N -0.976 -1.851 8.201 0.281
O -0.598 -0.546 8.358 -0.362
H -3.770 -2.536 8.933 0.294
H -3.412 -1.990 10.557 0.454
H -3.114 -0.924 9.180 0.245
H -0.678 -1.218 10.837 0.435
H -1.117 -2.750 11.585 0.387
H 0.270 -2.477 10.535 0.438
H -0.663 -4.544 9.406 0.425
H -2.270 -4.407 9.943 0.430
H -1.994 -5.580 7.551 0.422
H -3.277 -4.405 7.761 0.310
H -1.771 -4.120 5.661 0.419
H -0.418 -4.115 6.757 0.424
H 0.556 -2.268 5.697 0.447
H 0.046 -0.755 5.833 0.218
H -0.821 -1.535 4.649 0.200
H -3.090 -1.793 5.300 0.453
H -3.026 -0.722 6.761 0.237
H -3.630 -2.426 6.686 0.280
H 0.341 -0.730 8.279 0.369
C 1.013 -1.150 -8.031 -1.829
C 0.812 -0.383 -6.648 1.624
C -0.687 -0.457 -6.228 -1.310
C 1.614 -1.070 -5.555 -0.045
C 3.113 -0.810 -5.567 -1.300
C 3.325 0.667 -5.471 -0.691
C 2.670 1.378 -6.700 1.761
C 2.702 2.916 -6.369 -2.086
C 3.524 1.063 -7.969 -1.759
N 1.254 1.017 -6.748 0.723
O 0.520 1.736 -7.727 -0.505
H 0.513 -2.111 -7.912 0.458
H 0.422 -0.582 -8.749 0.425
H 2.028 -1.417 -8.325 0.312
H -0.895 -1.471 -5.887 0.100
H -0.933 0.224 -5.413 0.255
H -1.371 -0.286 -7.059 0.393
H 1.174 -0.836 -4.585 -0.336
H 1.556 -2.150 -5.693 0.030
H 3.725 -1.205 -4.756 0.442
H 3.521 -1.237 -6.484 0.300
H 4.388 0.881 -5.362 0.519
H 2.938 1.070 -4.536 -0.130
H 3.667 3.236 -5.974 0.468
H 1.993 3.272 -5.622 0.260
H 2.527 3.384 -7.337 0.484
H 3.963 0.065 -7.978 0.281
H 4.300 1.827 -8.007 0.458
H 2.900 1.108 -8.862 0.364
H 0.056 2.426 -7.247 0.331
C -2.211 -2.667 0.606 -1.025
C -2.434 -1.449 -0.397 1.038
C -3.400 -1.901 -1.580 -1.634
C -3.177 -0.338 0.432 -1.387
C -2.343 0.362 1.460 0.360
C -1.094 1.039 0.876 -1.513
C -0.323 0.093 -0.181 2.834
C 0.408 1.087 -1.167 -2.860
C 0.678 -0.726 0.639 -1.714
N -1.181 -0.850 -0.922 0.280
O -0.553 -1.518 -1.999 0.272
H -1.486 -2.315 1.341 0.085
H -3.032 -3.034 1.221 0.393
H -1.645 -3.436 0.081 0.105
H -2.880 -2.583 -2.253 0.170
H -4.267 -2.438 -1.195 0.434
H -3.764 -1.053 -2.160 0.298
H -3.525 0.485 -0.191 0.229
H -4.110 -0.700 0.864 0.511
H -2.963 1.101 1.968 0.559
H -1.996 -0.333 2.226 -0.619
H -0.541 1.209 1.799 0.410
H -1.239 2.057 0.515 0.304
H -0.298 1.644 -1.784 0.109
H 1.137 0.656 -1.853 0.692
H 0.979 1.851 -0.639 0.651
H 1.099 -1.637 0.214 0.184
H 0.291 -0.986 1.624 0.113
H 1.629 -0.211 0.774 0.510
H -0.547 -0.830 -2.668 0.103
C -3.626 -6.671 -1.426 -0.656
C -3.234 -6.572 0.001 0.105
O -2.212 -7.407 0.331 -0.583
H -4.335 -5.913 -1.760 0.394
H -4.214 -7.581 -1.543 0.334
H -2.795 -6.689 -2.131 -0.119
H -3.975 -6.974 0.692 0.368
H -2.938 -5.557 0.268 -0.106
H -1.380 -7.064 -0.005 0.272
C -3.707 3.290 -3.236 -1.311
C -2.608 2.554 -4.048 0.376
O -3.333 1.910 -5.104 -0.524
H -3.199 3.992 -2.576 0.384
H -4.359 2.630 -2.663 0.327
H -4.323 3.844 -3.944 0.325
H -2.001 1.906 -3.417 -0.233
H -1.873 3.271 -4.415 0.323
H -3.915 1.285 -4.666 0.360
```

---

[3]
A 4-piece molecular cluster, C24H58N2 overall, computed with the ωB97M-V functional and the def2-TZVPD basis.

As for the structure (SMILES): CCN(CC)CC.CCN(CC)CC.CCCCCC.CCCCCC. The net charge is 0. As for the largest force on an atom: 0.150 hartree/bohr. The LUMO energy comes out at 0.871 eV. The calculation puts the total energy at -28796.6576 eV. The energy above the lowest of the compared OMol25 structures with the same formula, charge and spin is 316.2 kJ/mol. The value obtained for the HOMO-LUMO gap is 8.65 eV.

Structure (XYZ):
```
84
Properties=species:S:1:pos:R:3:mulliken_charge:R:1
C 0.300 -0.775 -2.393 -1.016
C 1.650 -1.631 -2.669 -0.652
N 1.395 -2.931 -1.774 0.567
C 0.680 -3.900 -2.630 -0.607
C 1.467 -4.536 -3.745 -1.229
C 2.604 -3.357 -1.106 -0.548
C 2.341 -4.512 -0.094 -1.269
H 0.062 -0.277 -1.439 -0.216
H -0.405 -1.218 -2.955 0.547
H 0.333 0.293 -2.665 0.571
H 2.433 -1.155 -2.079 0.400
H 1.871 -1.690 -3.828 0.166
H -0.315 -3.509 -3.069 0.181
H 0.510 -4.731 -2.021 0.409
H 1.859 -3.860 -4.533 0.257
H 0.964 -5.199 -4.408 0.485
H 2.348 -5.129 -3.536 0.286
H 3.277 -2.646 -0.903 0.412
H 3.493 -3.768 -1.605 0.305
H 1.470 -4.176 0.719 0.079
H 3.322 -4.535 0.478 0.359
H 2.028 -5.377 -0.485 0.490
C -3.879 -0.314 3.679 -1.272
C -3.505 0.080 2.211 -0.349
N -3.355 -1.096 1.303 0.122
C -3.609 -0.866 -0.135 -1.335
C -2.828 0.374 -0.611 -0.198
C -2.058 -1.985 1.452 0.430
C -2.488 -3.343 1.283 -1.852
H -4.969 -0.776 3.660 0.363
H -4.289 0.585 4.177 0.430
H -3.087 -0.828 4.250 0.251
H -2.699 0.645 2.215 0.207
H -4.621 0.712 1.939 0.225
H -4.635 -0.687 -0.196 0.553
H -3.391 -1.664 -0.801 0.458
H -1.711 0.101 -0.436 -0.197
H -3.189 1.409 -0.486 0.150
H -3.045 0.267 -1.662 0.501
H -1.598 -1.736 2.367 0.342
H -1.191 -1.503 0.774 -0.268
H -3.130 -4.074 1.796 0.335
H -1.669 -3.949 1.354 0.505
H -2.797 -3.577 0.402 0.514
C 3.199 3.205 -3.308 -1.375
C 1.717 3.487 -3.238 -0.437
C 1.176 3.363 -1.722 -0.859
C -0.352 3.688 -1.688 -1.400
C -0.889 4.014 -0.212 0.609
C -2.256 4.544 -0.278 -1.365
H 3.631 2.313 -2.814 0.264
H 3.880 3.861 -2.739 0.364
H 3.745 3.319 -4.242 0.412
H 1.126 2.876 -3.894 0.412
H 1.671 4.552 -3.567 0.291
H 1.747 4.078 -1.217 0.628
H 1.109 2.462 -1.359 0.350
H -0.745 3.034 -2.334 0.693
H -0.582 4.568 -2.168 0.535
H -0.193 4.728 0.458 0.296
H -0.698 3.086 0.132 -0.466
H -2.255 5.281 -0.963 0.599
H -2.445 5.186 0.679 0.278
H -2.947 3.779 -0.601 0.235
C -1.131 2.696 3.558 -1.099
C -0.217 1.356 3.704 -0.664
C 0.583 1.178 2.519 0.721
C 1.769 0.319 2.756 -1.194
C 2.537 -0.227 1.507 0.445
C 3.871 -0.858 1.813 -1.855
H -0.859 3.738 3.611 0.438
H -1.923 2.756 4.407 0.293
H -1.748 2.686 2.665 0.117
H -0.945 0.595 3.928 0.064
H 0.303 1.315 4.630 0.564
H 0.663 2.032 1.846 0.428
H -0.042 0.561 1.861 -0.436
H 1.658 -0.527 3.346 0.467
H 2.494 1.030 3.336 0.251
H 2.928 0.659 1.046 0.121
H 1.812 -0.775 0.926 0.074
H 3.764 -1.657 2.547 0.367
H 4.655 -0.234 2.270 0.373
H 4.245 -1.227 1.003 0.570
```